No. 1
Formula: C5H8N2S2
Source: the OMol25 dataset
Level of theory: the ωB97M-V functional and the def2-TZVPD basis

```
17
Properties=species:S:1:pos:R:3:forces:R:3
C -0.86153 -0.17634 1.37808 -0.19 -0.38 0.58
C 0.18041 -0.97409 1.00086 1.40 -1.86 0.54
C 0.05963 0.59004 -0.49365 -2.71 1.14 1.23
C 1.69702 -0.93393 -1.04986 3.00 2.45 -1.44
C -2.12785 1.56074 0.31596 -3.90 0.91 -0.54
N -0.99025 0.80607 0.41636 3.97 -2.37 0.06
N 0.77324 -0.47999 -0.11426 -3.86 3.04 -0.29
S -3.61644 -0.96580 0.75180 -0.29 -0.61 0.17
S -3.55387 0.55215 -0.55232 1.08 0.45 0.39
H -1.44130 -0.21501 2.31558 0.31 0.12 -1.09
H 0.56250 -1.95576 1.29291 -0.45 0.64 0.65
H 1.39633 -0.60833 -2.05365 -0.39 -0.58 0.20
H 2.63190 -0.22778 -0.94536 -0.93 -2.35 0.18
H 1.73814 -1.98183 -1.00569 1.00 -1.27 0.02
H -2.68336 1.77878 1.30632 1.66 0.03 -1.56
H 0.10260 1.11137 -1.44480 0.22 -0.17 0.36
H -2.00833 2.31868 -0.44554 0.10 0.81 0.54
```
Positions in Å, forces in eV/Å.

Results
energy above the lowest of the compared OMol25 structures with the same formula, charge and spin	48.9	kcal per mole


No. 2
Formula: C36H36F11N4O6PS3W
Source: the OMol25 dataset
Level of theory: the ωB97M-V functional and the def2-TZVPD basis

```
98
Properties=species:S:1:pos:R:3:forces:R:3
W -0.25170 0.68394 -0.18153 -1.09 -0.80 1.04
F 5.11400 5.85834 0.85837 -0.46 -0.34 -0.07
C 3.90170 5.26514 0.79727 -0.18 1.77 0.96
C 3.76990 4.03094 0.13477 -1.09 -1.98 -0.99
F 4.86380 3.41094 -0.36883 -0.94 0.68 0.52
C 2.50200 3.48694 -0.01933 2.39 -1.54 -1.00
F 2.39720 2.29244 -0.67763 0.77 1.63 0.60
C 1.34420 4.06684 0.45947 -3.01 0.01 0.12
S -0.20820 3.45214 0.03237 1.85 1.11 0.18
C 1.50030 5.15774 1.47157 0.00 0.38 -0.59
F 0.47980 6.08314 1.39987 0.11 -0.02 -0.01
C 2.80650 5.85594 1.34457 0.81 0.24 0.25
F 2.92090 7.04514 1.98877 -0.05 -0.87 -0.45
F -3.65020 -2.67986 1.70527 0.22 0.39 0.08
C -4.32390 -1.75526 1.01497 0.02 -0.23 -0.23
F -5.55280 -1.69856 1.52767 0.01 0.45 0.14
F -4.43340 -2.19386 -0.23493 0.10 0.11 -0.20
S -3.44150 -0.08516 1.05417 -1.08 -1.45 0.34
O -2.12930 -0.45886 0.57187 0.45 0.04 -0.08
O -3.57610 0.36234 2.39727 -0.09 0.28 0.34
N -4.33540 0.67094 0.01257 0.19 0.32 -0.14
S -3.69270 1.81014 -0.86233 -0.54 0.82 0.51
O -4.44870 2.06974 -2.03803 -0.13 -0.02 -0.05
O -2.25880 1.70024 -0.97613 0.26 0.53 -0.25
C -3.96400 3.31254 0.23787 -0.28 -0.14 -0.03
F -3.24850 3.19404 1.35007 0.19 -0.10 0.04
F -3.63250 4.44544 -0.36933 0.17 -0.09 -0.23
F -5.25020 3.40374 0.59667 0.00 -0.16 -0.21
C 3.08350 -2.86516 1.30017 -0.02 0.14 0.15
C 2.69870 -1.39186 1.34757 -0.33 0.18 -0.22
C 3.41150 -0.61666 0.24127 -0.26 0.23 -0.06
P 0.81680 -1.07306 1.26727 0.74 -0.60 0.11
C 0.36940 -1.22866 3.12817 -0.25 0.36 -0.33
C -1.09360 -1.62746 3.30607 0.03 0.25 -0.14
C 1.24310 -2.09986 4.03277 0.08 0.14 -0.30
C 0.10480 -2.53656 0.47207 -0.10 0.10 -0.33
C 0.09200 -3.81796 1.01717 -0.10 0.05 -0.23
C -0.37450 -4.91306 0.31437 -0.03 -0.12 0.01
C -0.34760 -6.29496 0.90217 0.04 0.07 -0.11
C -0.82800 -4.70576 -0.99143 0.14 0.06 0.28
C -0.84640 -3.45456 -1.55223 -0.03 0.18 -0.15
C -0.41140 -2.31666 -0.83713 0.40 -0.73 0.63
N -0.42230 -1.07746 -1.37163 -0.05 0.68 0.18
C -0.53620 -0.98646 -2.78383 -0.02 -0.16 -0.64
C 0.65060 -1.06586 -3.53283 -0.12 -0.11 0.09
C 1.94630 -1.31496 -2.82463 -0.12 0.17 -0.01
C 0.62080 -0.84846 -4.89603 -0.10 -0.05 0.05
C -0.56680 -0.56906 -5.55863 -0.07 -0.18 0.01
C -0.55140 -0.24816 -7.02303 0.01 0.04 0.11
C -1.74140 -0.58156 -4.82683 0.16 0.04 -0.08
C -1.74920 -0.79656 -3.45243 0.12 -0.03 0.35
C -3.05660 -0.86366 -2.71963 0.11 0.03 0.16
H 4.16860 -2.96106 1.27777 0.14 -0.01 0.01
H 2.67780 -3.33256 0.40657 0.01 -0.06 -0.10
H 2.71340 -3.40796 2.16337 -0.02 -0.17 0.09
H 3.01970 -0.97126 2.30557 -0.14 0.01 0.01
H 3.66270 -1.26896 -0.58883 0.00 -0.09 -0.16
H 4.33390 -0.16946 0.60527 0.15 0.06 0.03
H 2.76080 0.17814 -0.14013 0.29 -0.09 0.04
H 0.46730 -0.20246 3.49817 -0.02 -0.07 -0.12
H -1.30110 -2.58926 2.84487 -0.04 -0.10 0.00
H -1.74230 -0.88056 2.86277 0.07 -0.11 0.15
H -1.33900 -1.69346 4.36707 0.04 0.00 0.09
H 1.11360 -3.15746 3.82647 0.01 -0.18 0.00
H 0.93820 -1.92746 5.06567 -0.05 0.00 0.04
H 2.29810 -1.85626 3.96077 0.16 -0.05 0.04
H 0.47030 -3.96976 2.01697 0.04 -0.04 0.12
H -0.19670 -6.25916 1.97877 0.01 -0.04 0.09
H 0.46220 -6.88026 0.46307 0.04 -0.13 0.04
H -1.28120 -6.81646 0.70017 -0.08 -0.12 0.05
H -1.16510 -5.55076 -1.57593 -0.09 -0.11 -0.06
H -1.19480 -3.31606 -2.56533 -0.06 -0.05 -0.06
H 2.22220 -0.40386 -2.28893 0.10 -0.12 0.04
H 2.73550 -1.57336 -3.52743 0.08 -0.01 -0.06
H 1.83560 -2.11546 -2.09503 0.12 -0.05 0.06
H 1.54900 -0.87026 -5.44993 0.14 0.00 -0.10
H 0.12280 -0.91196 -7.56113 0.02 -0.06 -0.10
H -0.19420 0.77094 -7.16223 0.01 0.13 -0.12
H -1.54640 -0.32646 -7.45313 -0.08 0.00 -0.10
H -2.68280 -0.40486 -5.32983 -0.12 0.03 -0.06
H -3.79910 -0.20966 -3.17423 -0.04 -0.05 -0.04
H -2.93010 -0.56696 -1.67863 0.03 -0.28 -0.29
H -3.43970 -1.88836 -2.72403 -0.04 0.03 0.02
O 0.59250 2.42804 -4.02973 0.07 0.64 -0.95
C 0.46400 1.92004 -2.98343 0.06 -0.50 0.63
N 0.38940 1.35944 -1.94073 0.08 -0.04 -0.04
O -0.72760 1.23334 1.79377 0.06 1.02 0.27
N -0.00350 2.10204 2.58007 -0.02 -0.29 0.14
C 1.36580 2.08844 2.63097 0.34 -0.24 0.21
C 2.06770 3.17674 2.99607 0.12 -0.04 0.30
C 1.41230 4.51024 2.99657 0.07 -0.58 0.10
C -0.00900 4.33244 3.38067 0.25 0.33 -0.07
C -0.65630 3.20274 3.06717 -0.25 -0.46 -0.15
H 1.85070 1.13604 2.44787 -0.13 0.14 -0.01
H 3.13080 3.10394 3.15877 0.14 -0.13 0.03
H 1.92180 5.23324 3.63537 -0.02 0.04 -0.12
H -0.53970 5.15484 3.82887 -0.14 0.05 0.03
H -1.71230 3.05874 3.22257 -0.14 -0.01 -0.06
```
Positions in Å, forces in eV/Å.

Results
energy above the lowest of the compared OMol25 structures with the same formula, charge and spin	106.7	kcal per mole
2S+1	2
net charge	-1